Formula: C20H50Mg2N2O16
Source: the Open Molecules 2025 dataset
Level of theory: wB97M-V/def2-TZVPD

Geometry as XYZ:
```
90
Properties=species:S:1:pos:R:3:lowdin_charge:R:1
Mg 2.90622 1.77272 -1.47614 1.448
Mg -2.46132 -4.48919 4.09989 1.328
N -0.08793 -0.93750 7.13026 -0.637
O -0.68927 -1.91374 6.65333 0.013
O 0.43564 -1.06288 8.23020 0.103
O -0.15739 0.12306 6.54580 0.079
N 1.34199 -2.63212 1.18851 -0.690
O 0.15134 -2.84569 1.53568 -0.062
O 1.68463 -1.66867 0.53059 -0.030
O 2.21555 -3.32875 1.54859 0.058
C 5.15417 1.74323 1.57169 -0.065
O 5.33053 1.28176 0.22424 -0.274
C 6.59569 0.61025 0.11363 -0.144
C 6.53051 -0.30924 -1.15944 -0.171
O 5.45619 0.03998 -2.01835 -0.227
C 5.48166 -0.87093 -3.17204 -0.066
H 6.05412 2.22082 1.95911 0.105
H 4.89621 0.83899 2.12297 0.106
H 4.27853 2.39209 1.55338 0.083
H 6.70179 -0.01955 0.99692 0.125
H 7.43733 1.29693 0.20417 0.132
H 6.55979 -1.36729 -0.89909 0.134
H 7.46204 -0.09065 -1.68153 0.126
H 6.43233 -0.95679 -3.69831 0.096
H 4.72413 -0.73358 -3.94365 0.085
H 5.28008 -1.90417 -2.88941 0.094
C 0.25820 -7.35915 4.56722 -0.073
O -0.97850 -7.19245 3.85220 -0.270
C -0.93798 -7.97882 2.62847 -0.157
C -2.37631 -8.10159 2.13174 -0.204
O -3.00568 -6.84012 2.15278 -0.239
C -4.32593 -6.94753 1.70141 -0.101
H 0.25668 -6.65544 5.39962 0.089
H 1.12566 -7.10511 3.95805 0.100
H 0.24586 -8.39826 4.89616 0.100
H -0.59161 -8.97477 2.90454 0.132
H -0.30669 -7.57027 1.83939 0.137
H -2.93725 -8.85246 2.68819 0.136
H -2.27033 -8.52977 1.13498 0.136
H -4.90389 -7.54009 2.41060 0.104
H -4.28235 -7.32114 0.67836 0.102
H -4.83270 -5.99632 1.53871 0.091
C 0.57749 1.32513 -4.59298 -0.082
O 1.77683 2.04505 -4.26077 -0.234
C 1.96417 3.08868 -5.21938 -0.196
C 3.34958 3.68574 -5.07404 -0.175
O 3.67465 3.71471 -3.67792 -0.237
C 4.95769 4.37585 -3.47165 -0.056
H -0.26704 2.01251 -4.54390 0.097
H 0.31664 0.50773 -3.92073 0.089
H 0.57377 0.88374 -5.58960 0.100
H 1.21893 3.85296 -4.99896 0.134
H 1.83880 2.87123 -6.28009 0.142
H 3.25950 4.72967 -5.37435 0.143
H 3.95635 3.05943 -5.72803 0.139
H 5.83961 4.02218 -4.00571 0.102
H 5.16436 4.23607 -2.41059 0.080
H 4.83778 5.44595 -3.64078 0.100
C -0.80293 8.50826 -3.10551 -0.091
O -0.10491 7.57637 -2.26309 -0.204
C -0.55756 7.38237 -0.90571 -0.166
C 0.21284 6.26693 -0.13980 -0.253
O 0.17033 4.99271 -0.64455 -0.183
C -1.13936 4.45612 -0.32447 -0.092
H -1.08874 9.47963 -2.70198 0.086
H -1.76755 8.04483 -3.31250 0.080
H -0.24301 8.63660 -4.03186 0.088
H -1.59872 7.06367 -0.95571 0.111
H -0.50344 8.32158 -0.35521 0.129
H 0.02668 6.33507 0.93202 0.128
H 1.28113 6.44145 -0.26790 0.123
H -1.61049 4.81346 0.59120 0.094
H -1.10053 3.36740 -0.28881 0.079
H -1.92148 4.74878 -1.02500 0.085
C -6.13033 -1.46486 -1.32071 -0.101
O -5.51883 -1.37330 -0.03623 -0.202
C -6.34694 -0.70586 0.92037 -0.191
C -5.79864 -0.84083 2.36179 -0.178
O -5.81614 -2.19377 2.89375 -0.211
C -7.02560 -2.41253 3.58175 -0.122
H -6.94878 -2.18306 -1.37008 0.087
H -5.34221 -1.71702 -2.03020 0.089
H -6.56549 -0.49211 -1.54984 0.082
H -7.33395 -1.16746 0.94937 0.120
H -6.33538 0.33745 0.60496 0.129
H -6.18585 -0.10661 3.06825 0.126
H -4.76270 -0.50764 2.29915 0.118
H -7.82742 -1.82247 3.13787 0.088
H -6.90319 -2.01207 4.58810 0.086
H -7.30165 -3.45557 3.73657 0.088
```

Summary:
Max |F| in eV/Å: 4.85
Charge: +2
Spin multiplicity: 1
Lowest unoccupied orbital energy in eV: -9.2
HOMO energy in eV: -11.83
Energy above the lowest of the compared OMol25 structures with the same formula, charge and spin in kcal per mole: 417.06
Electronic energy in hartree: -2504.21956

=====

Formula: C10H17ClN2O2
Source: the Open Molecules 2025 dataset
Level of theory: wB97M-V/def2-TZVPD

Geometry as XYZ:
```
32
Properties=species:S:1:pos:R:3:nbo_charge:R:1
C -2.10477 -0.52192 0.62728 -0.113
C -1.41872 -1.26592 -0.17790 0.007
C 3.31998 -0.44559 -0.70839 -0.376
C 3.05545 -0.72148 0.80741 -0.436
C 1.89927 -0.55604 -1.30129 -0.429
C 2.11668 0.20624 1.52625 -0.070
C -2.07529 0.94491 0.29847 0.218
C 0.91798 0.31339 -0.52848 0.197
C -3.00505 -0.72784 1.77047 -0.622
C -2.18346 1.11138 -2.17769 -0.394
N -0.40709 0.22597 -1.15459 -0.267
N -1.41916 1.11669 -0.96157 -0.273
O 0.84328 0.07282 0.89306 -0.546
O -1.37693 1.65003 1.32393 -0.723
Cl -1.00782 -2.82950 -0.22355 0.096
H 3.71033 0.47977 -0.83442 0.191
H 4.04561 -1.28197 -1.18377 0.211
H 2.55758 -1.62535 0.89579 0.203
H 4.07106 -0.87415 1.25484 0.210
H 2.04014 -0.39018 -2.39780 0.231
H 1.52516 -1.68382 -1.15268 0.208
H 1.76730 -0.11368 2.45211 0.205
H 2.54476 1.18360 1.56435 0.163
H -2.99905 1.44481 0.41723 0.193
H 1.17361 1.34646 -0.82609 0.175
H -3.96873 -0.57770 1.52389 0.216
H -2.78662 -0.04547 2.46569 0.232
H -3.02344 -1.66375 2.10494 0.214
H -1.54891 0.98204 -2.96437 0.224
H -3.03192 0.46615 -2.10461 0.182
H -2.75358 2.01797 -2.24102 0.193
H -0.47764 1.76212 1.01251 0.481
```

Summary:
Max |F| in eV/Å: 5.17
Charge: 0
Spin multiplicity: 1
Lowest unoccupied orbital energy in eV: 0.9
HOMO energy in eV: -8.33
Energy above the lowest of the compared OMol25 structures with the same formula, charge and spin in kcal per mole: 120.89
Electronic energy in hartree: -1111.19665

=====

Formula: C7H4ClMnNO8
Source: the Open Molecules 2025 dataset
Level of theory: wB97M-V/def2-TZVPD

Geometry as XYZ:
```
22
Properties=species:S:1:pos:R:3:nbo_charge:R:1
Mn -1.37220 -2.16604 -0.00017 1.294
O 0.59246 -2.20310 -0.00070 -0.607
C 1.34716 -1.22350 -0.00061 0.440
C 0.95760 0.15319 -0.00021 -0.328
C 1.98133 1.11603 0.00011 -0.087
C 1.65607 2.44485 -0.00038 -0.047
C 0.32132 2.86693 -0.00058 -0.114
C -0.68737 1.94069 -0.00050 -0.302
C -0.40708 0.55552 -0.00025 0.520
O -1.40832 -0.27920 -0.00020 -0.764
N 2.72381 3.44481 -0.00054 0.536
O 3.87104 3.04294 0.00220 -0.380
O 2.39764 4.61434 0.00175 -0.373
H 2.42386 -1.42675 -0.00082 0.157
H 3.02013 0.81600 0.00018 0.251
H 0.11116 3.92661 -0.00082 0.255
H -1.72591 2.24020 -0.00062 0.239
O -3.74196 -4.58696 -1.17635 -0.749
Cl -3.22447 -4.02237 0.00046 2.520
O -3.74091 -4.58722 1.17758 -0.749
O -3.38539 -2.54387 0.00070 -0.852
O -1.70995 -4.12310 -0.00023 -0.861
```

Summary:
Max |F| in eV/Å: 0.46
Charge: 0
Spin multiplicity: 2
Lowest unoccupied orbital energy (spin up / spin down) in eV: -1.5 / -1.4
HOMO energy (spin up / spin down) in eV: -9.81 / -9.64
Energy above the lowest of the compared OMol25 structures with the same formula, charge and spin in kcal per mole: 32.02
⟨S²⟩: 0.752
Electronic energy in hartree: -2536.61457

=====

Formula: H8NO14S3Zn
Source: the Open Molecules 2025 dataset
Level of theory: wB97M-V/def2-TZVPD

Geometry as XYZ:
```
27
Properties=species:S:1:pos:R:3:nbo_charge:R:1
Zn -0.50839 0.26587 -0.59804 1.757
N 1.11305 -0.11622 2.79045 -0.881
H 0.74062 0.47864 2.06413 0.473
H 0.92222 0.30449 3.68860 0.383
H 2.12224 -0.07724 2.78016 0.397
H 0.79214 -1.06388 2.65241 0.475
S 2.28732 0.77274 -2.44351 2.527
O 1.95302 1.34381 -3.73264 -0.849
O 1.07213 0.65174 -1.59052 -1.100
O 2.81667 -0.62054 -2.75165 -0.641
O 3.30017 1.58174 -1.71742 -0.899
S -0.73548 2.47470 0.67307 2.645
O 0.00647 1.23391 0.85209 -1.199
O 0.22906 3.53913 0.58666 -1.053
O -1.33205 2.18919 -0.59229 -1.164
O -1.79400 2.72238 1.63381 -1.069
S 0.01913 -2.75102 0.56720 2.655
O 0.52404 -2.42029 1.90408 -1.138
O -0.04214 -1.59083 -0.28434 -1.173
O 0.94648 -3.65684 -0.00986 -1.085
O -1.30805 -3.40792 0.73534 -1.111
O -2.42056 -0.31475 0.17475 -0.966
H -2.76801 -1.03180 0.70519 0.505
H -3.15640 0.28951 0.07653 0.481
O -1.39908 -0.16522 -2.39767 -0.947
H -2.27567 0.11154 -2.66456 0.481
H -1.10494 -0.74284 -3.10199 0.496
```

Summary:
Max |F| in eV/Å: 5.92
Charge: -2
Spin multiplicity: 2
Lowest unoccupied orbital energy (spin up / spin down) in eV: 4.5 / 2.7
HOMO energy (spin up / spin down) in eV: -1.89 / -1.89
⟨S²⟩: 0.762
Electronic energy in hartree: -4086.90078

=====

Formula: C29H22Br2CuF9N3O3Sb2
Source: the Open Molecules 2025 dataset
Level of theory: wB97M-V/def2-TZVPD

Geometry as XYZ:
```
71
Properties=species:S:1:pos:R:3:lowdin_charge:R:1
Cu 0.14721 -1.14721 0.21330 0.338
C -1.22456 3.83292 2.34675 0.023
O -1.38316 3.02859 1.15170 0.031
C -1.12218 1.75314 1.16527 -0.470
O -1.25864 1.08107 0.11289 -0.089
N -0.72293 1.14691 2.28048 0.097
N -0.29863 -0.19085 2.24187 0.080
H -1.53385 4.82887 2.05529 0.108
H -0.17833 3.84442 2.65032 0.113
H -1.87696 3.45679 3.13332 0.110
H -0.52467 1.69372 3.10462 0.158
H -0.90996 -0.76063 2.81659 0.131
H 0.65334 -0.23445 2.61485 0.057
Br -1.84290 0.22481 -4.64115 0.951
C -0.68346 -1.17689 -4.05739 -0.498
C -0.20251 -2.01982 -5.08200 -0.168
C 0.55148 -3.09844 -4.75517 -0.622
Br 1.20718 -4.19983 -6.13661 0.829
C 0.82983 -3.40121 -3.39162 -0.166
C 1.54299 -4.54906 -2.97185 -0.008
C 1.71564 -4.78630 -1.64384 -0.008
C 1.19681 -3.86745 -0.71482 -0.098
N 0.55272 -2.77946 -1.06428 0.091
C 0.35442 -2.53398 -2.39274 -0.109
C -0.40511 -1.35175 -2.72491 -0.337
O -0.78361 -0.57100 -1.73005 -0.302
H -0.43477 -1.80411 -6.11520 0.100
H 1.93774 -5.22860 -3.71425 0.086
H 2.24875 -5.65763 -1.29148 0.121
H 1.33125 -4.02488 0.34643 0.110
F -4.73676 6.76009 -1.07430 0.094
C -4.12900 5.58676 -1.26992 -0.268
C -2.75383 5.57451 -1.42347 0.014
C -2.12749 4.35832 -1.63062 -0.117
C -2.86557 3.16914 -1.68008 -0.309
C -4.25032 3.22478 -1.49912 -0.089
C -4.89312 4.43814 -1.29942 0.016
Sb -1.85259 1.32229 -1.86839 1.690
C -0.03056 2.05710 -2.57602 -0.353
C -0.06125 3.02019 -3.58285 -0.155
C 1.12384 3.51356 -4.09938 0.019
C 2.31478 3.03297 -3.58313 -0.262
F 3.45856 3.51455 -4.07810 0.094
C 2.37067 2.08128 -2.58516 0.036
C 1.17801 1.57735 -2.08311 -0.071
C -3.48543 0.02032 -1.65443 -0.334
C -4.53255 0.04877 -2.56951 -0.154
C -5.60652 -0.81825 -2.43156 0.019
C -5.60372 -1.69926 -1.36849 -0.267
F -6.63241 -2.54146 -1.23002 0.092
C -4.57496 -1.75405 -0.44890 0.022
C -3.50176 -0.88882 -0.59998 -0.081
H -2.20166 6.50407 -1.38667 0.130
H -1.05131 4.34538 -1.74206 0.098
H -4.84487 2.32426 -1.48395 0.091
H -5.96384 4.50107 -1.16140 0.130
H -0.99862 3.38808 -3.98318 0.106
H 1.13892 4.25277 -4.88858 0.131
H 3.32660 1.73490 -2.21603 0.135
H 1.21649 0.81943 -1.31440 0.079
H -4.52479 0.72935 -3.41201 0.091
H -6.42880 -0.82403 -3.13392 0.131
H -4.61342 -2.47759 0.35427 0.130
H -2.67597 -0.95280 0.09398 0.088
F 2.11658 -0.03843 0.52561 -0.357
Sb 3.12528 -1.27216 1.63820 1.404
F 4.64265 -0.20204 1.47591 -0.325
F 2.45742 -0.23060 3.08528 -0.354
F 3.92952 -2.49400 2.78615 -0.322
F 1.47533 -2.25404 1.83044 -0.358
F 3.52005 -2.24259 0.09223 -0.320
```

Summary:
Max |F| in eV/Å: 0.44
Charge: +1
Spin multiplicity: 1
Lowest unoccupied orbital energy in eV: -3.4
HOMO energy in eV: -10.74
Energy above the lowest of the compared OMol25 structures with the same formula, charge and spin in kcal per mole: 14.34
Electronic energy in hartree: -9675.99545

=====

Formula: C13H23N3O4
Source: the Open Molecules 2025 dataset
Level of theory: wB97M-V/def2-TZVPD

Geometry as XYZ:
```
43
Properties=species:S:1:pos:R:3:nbo_charge:R:1
O 1.56235 0.16602 -1.27747 -0.630
C 0.64434 0.96544 -1.34013 0.582
N 0.72409 2.27942 -1.10926 -0.588
H -0.14700 2.79156 -1.18924 0.425
C 1.92311 2.97241 -0.71723 -0.259
H 2.73307 2.24009 -0.73348 0.230
C 1.80676 3.62337 0.67863 -0.205
N 1.92933 2.76524 1.83036 -0.450
C 0.89137 1.76395 1.99757 -0.256
C 0.99377 1.22119 3.42510 -0.070
H 0.26144 0.43001 3.59386 0.191
O 2.25694 0.64602 3.66269 -0.522
C 3.28359 1.58209 3.43500 -0.069
C 3.22695 2.14099 2.01092 -0.257
H 4.00944 2.89103 1.87962 0.202
H 3.39330 1.31420 1.30083 0.179
H 4.22249 1.05357 3.60832 0.191
H 3.19243 2.41519 4.14897 0.163
H 0.81927 2.04376 4.13563 0.163
H -0.08657 2.22468 1.84582 0.204
H 1.01042 0.92238 1.29741 0.179
H 2.59108 4.38134 0.76182 0.201
H 0.83815 4.12907 0.74777 0.193
H 2.14037 3.75605 -1.45079 0.200
C -0.78449 0.54494 -1.69553 0.579
O -1.69740 1.35599 -1.72602 -0.641
N -0.87760 -0.75580 -1.97627 -0.578
H -0.04880 -1.32054 -1.83003 0.435
C -2.11644 -1.43180 -2.25378 -0.245
H -2.89671 -0.66905 -2.30737 0.231
H -2.03759 -1.95104 -3.21401 0.196
C -2.43920 -2.45107 -1.14631 0.092
H -2.48978 -1.91685 -0.18874 0.186
C -3.72540 -3.23430 -1.44187 -0.431
H -4.23017 -3.49094 -0.51045 0.214
H -4.41006 -2.66906 -2.06951 0.220
C -3.19302 -4.49625 -2.11846 -0.433
H -3.01371 -4.31576 -3.17865 0.203
C -1.87165 -4.69695 -1.38012 -0.064
H -2.03070 -5.25700 -0.44778 0.164
O -1.38595 -3.40258 -1.07053 -0.539
H -1.11325 -5.21173 -1.97390 0.190
H -3.85858 -5.34930 -2.01337 0.221
```

Summary:
Max |F| in eV/Å: 0.64
Charge: 0
Spin multiplicity: 1
Lowest unoccupied orbital energy in eV: 0.8
SMILES string: O=C(NCCN1CCOCC1)C(=O)NC[C@H]1CCCO1
HOMO energy in eV: -8.40
Energy above the lowest of the compared OMol25 structures with the same formula, charge and spin in kcal per mole: 0.77
Electronic energy in hartree: -974.40563

=====

Formula: C3H5ClNO
Source: the Open Molecules 2025 dataset
Level of theory: wB97M-V/def2-TZVPD

Geometry as XYZ:
```
11
Properties=species:S:1:pos:R:3:nbo_charge:R:1
C 0.51287 1.26328 0.18505 0.016
C -3.17058 -0.23960 -0.10996 0.631
C 1.46946 -0.94699 -0.11428 -0.481
N 0.42011 0.03520 0.10012 -0.481
O -4.05563 0.48027 -0.07232 -0.258
Cl -1.71632 -0.83253 -0.11020 0.472
H 1.47482 1.89850 -0.12758 0.199
H -0.35670 1.88278 0.64957 0.192
H 1.86980 -1.06763 -1.20153 0.249
H 1.10851 -1.92556 0.31599 0.224
H 2.44365 -0.54772 0.48513 0.237
```

Summary:
Max |F| in eV/Å: 3.80
Charge: +1
Spin multiplicity: 1
Lowest unoccupied orbital energy in eV: -5.5
HOMO energy in eV: -14.06
Energy above the lowest of the compared OMol25 structures with the same formula, charge and spin in kcal per mole: 51.56
Electronic energy in hartree: -707.08811